Record 1
ORCA calculation (the ωB97M-V functional and the def2-TZVPD basis) on a molecular structure, C50H98BBrClIN3O16S.

Lowest unoccupied orbital energy in eV: -4.47
Multiplicity: 1
Charge: +1
Kohn-Sham gap in eV: 3.90
Strongest force on any atom in eV Å⁻¹: 4.72
Highest occupied orbital energy in Ha: -0.30784

```
172
C50H98BBrClIN3O16S the ωB97M-V functional and the def2-TZVPD basis
C 4.68 5.90 0.73
C 4.50 6.16 -0.80
C 5.65 5.89 -1.84
C 3.24 6.62 -1.37
C 2.21 5.47 -1.70
C 0.78 6.00 -2.12
C -0.29 4.85 -1.79
C -1.62 5.63 -1.38
C -0.57 3.97 -3.06
C -1.51 2.71 -2.79
C -0.79 1.39 -2.29
C -1.81 0.20 -2.68
C -1.13 -0.93 -3.52
C -0.10 -1.77 -2.64
C 0.98 -2.54 -3.48
S 2.51 -2.69 -2.44
O 2.12 -2.71 -0.99
O 3.45 -1.56 -2.66
Cl 3.48 -4.42 -3.01
O 0.32 1.18 -3.17
C 1.58 1.40 -2.62
O 2.40 2.02 -3.61
B 2.42 1.25 -4.82
O 1.45 1.38 -5.87
O 3.46 0.30 -5.08
N 1.62 2.27 -1.41
I 3.61 2.11 -0.75
C 0.78 1.52 -0.43
N 1.32 1.10 0.72
N -0.54 1.26 -0.85
C -1.43 2.01 0.05
C -2.93 1.52 0.13
C -3.79 2.38 1.16
Br -5.65 2.36 0.50
H 5.15 6.77 1.25
H 5.37 5.01 0.87
H 3.72 5.60 1.23
H 5.46 6.58 -2.71
H 5.50 4.85 -2.23
H 6.67 6.05 -1.41
H 3.03 7.69 -1.58
H 2.59 4.84 -2.55
H 2.14 4.85 -0.76
H 0.49 6.97 -1.64
H 0.78 6.08 -3.24
H 0.09 4.31 -0.89
H -2.52 4.96 -1.41
H -1.79 6.45 -2.12
H -1.54 6.09 -0.36
H 0.37 3.71 -3.61
H -1.16 4.62 -3.76
H -2.42 3.00 -2.21
H -1.90 2.45 -3.82
H -2.70 0.58 -3.25
H -2.22 -0.31 -1.76
H -0.71 -0.62 -4.51
H -1.95 -1.67 -3.77
H 0.47 -1.01 -2.02
H -0.65 -2.41 -1.90
H 0.61 -3.59 -3.62
H 1.19 -2.08 -4.48
H 2.05 0.41 -2.37
H 1.21 2.33 -5.86
H 4.13 0.74 -5.63
H 1.51 1.71 1.51
H 1.55 0.11 0.78
H -1.02 1.90 1.10
H -1.47 3.13 -0.11
H -3.43 1.40 -0.85
H -2.89 0.48 0.58
H -3.35 3.40 1.28
H -3.78 1.88 2.16
C -6.11 6.55 0.38
C -4.86 7.28 -0.02
O -3.76 6.78 0.11
C -5.03 8.67 -0.59
H -5.85 5.57 0.77
H -6.64 7.10 1.16
H -6.76 6.41 -0.49
H -5.51 9.32 0.15
H -5.63 8.63 -1.50
H -4.05 9.08 -0.83
C 4.24 -6.33 -0.20
C 4.41 -7.74 0.27
O 3.69 -8.20 1.14
C 5.50 -8.56 -0.37
H 3.42 -5.86 0.34
H 5.15 -5.76 -0.02
H 4.00 -6.32 -1.27
H 6.47 -8.09 -0.19
H 5.32 -8.65 -1.44
H 5.51 -9.56 0.07
C -9.27 4.68 1.15
C -9.47 6.17 1.14
O -9.08 6.86 0.22
C -10.19 6.78 2.32
H -8.74 4.39 0.24
H -8.67 4.40 2.02
H -10.23 4.18 1.18
H -9.63 6.58 3.24
H -11.19 6.36 2.40
H -10.26 7.86 2.18
C -13.47 10.84 3.07
C -12.08 10.54 2.56
O -11.38 9.70 3.09
C -11.60 11.31 1.36
H -13.68 10.21 3.93
H -13.53 11.88 3.38
H -14.20 10.63 2.29
H -11.58 12.38 1.59
H -12.26 11.13 0.51
H -10.59 10.99 1.10
C 9.82 -6.18 -2.10
C 8.32 -6.14 -2.02
O 7.68 -7.03 -1.50
C 7.63 -4.94 -2.62
H 10.18 -7.10 -1.64
H 10.14 -6.17 -3.15
H 10.24 -5.33 -1.57
H 7.85 -4.87 -3.68
H 7.96 -4.03 -2.11
H 6.55 -5.04 -2.49
C -4.74 -2.09 4.29
C -4.95 -0.60 4.28
O -4.55 0.09 3.36
C -5.66 0.01 5.46
H -4.21 -2.39 3.38
H -4.14 -2.38 5.15
H -5.70 -2.60 4.32
H -5.10 -0.19 6.38
H -6.67 -0.41 5.54
H -5.74 1.08 5.32
C 11.95 -10.46 -2.36
C 12.45 -9.53 -1.28
O 12.80 -8.40 -1.54
C 12.48 -10.06 0.13
H 11.97 -9.94 -3.32
H 12.59 -11.34 -2.41
H 10.92 -10.75 -2.15
H 13.15 -10.93 0.18
H 11.48 -10.34 0.44
H 12.86 -9.29 0.79
C -12.45 1.90 3.10
C -12.65 3.39 3.09
O -12.26 4.07 2.17
C -13.37 4.00 4.27
H -11.92 1.60 2.19
H -11.85 1.61 3.96
H -13.41 1.39 3.13
H -12.81 3.80 5.18
H -14.37 3.58 4.34
H -13.44 5.07 4.12
C 13.42 -14.61 0.18
C 13.92 -13.68 1.26
O 14.28 -12.55 1.01
C 13.95 -14.22 2.67
H 13.45 -14.09 -0.78
H 14.06 -15.49 0.12
H 12.39 -14.90 0.39
H 14.62 -15.08 2.72
H 12.95 -14.50 2.99
H 14.33 -13.45 3.34
C 1.58 -4.66 3.53
C 0.69 -5.87 3.37
O -0.35 -5.97 3.98
C 1.15 -6.94 2.42
H 1.12 -3.97 4.24
H 2.55 -4.97 3.90
H 1.69 -4.15 2.57
H 2.11 -7.34 2.74
H 1.24 -6.53 1.41
H 0.42 -7.75 2.40
```

Löwdin population analysis, charges in e, atoms 1 to 5: -0.0886 -0.3073 -0.0725 -0.0883 -0.2240



Record 2
ORCA calculation (the ωB97M-V functional and the def2-TZVPD basis) on 9 unconnected molecules or ions with the total composition C22H34ClF7O36S8.

Lowest unoccupied orbital energy in eV: -0.20
SMILES: O=C(Cl)COC(=O)OC(F)(F)C(F)(F)C(F)(F)F.O=S1(=O)OCCO1.O=S1(=O)OCCO1.O=S1(=O)OCCO1.O=S1(=O)OCCO1.O=S1(=O)OCCO1.O=S1(=O)OCCO1.O=S1(=O)OCCO1.O=S1(=O)OCCO1
Multiplicity: 1
Kohn-Sham gap in eV: 10.11
Strongest force on any atom in eV Å⁻¹: 1.92
Highest occupied orbital energy in Ha: -0.37894

```
108
C22H34ClF7O36S8 the ωB97M-V functional and the def2-TZVPD basis
O -1.94 2.97 -3.26
C -1.82 2.76 -2.09
Cl -1.95 4.09 -0.95
C -1.57 1.37 -1.52
O -0.17 1.11 -1.32
C 0.13 1.28 0.00
O -0.09 0.44 0.83
O 0.68 2.50 0.23
C 1.02 2.77 1.55
F 1.88 1.88 2.06
F 1.70 3.92 1.49
C -0.20 3.00 2.54
F -1.39 2.83 1.93
F -0.18 4.27 2.97
C -0.16 2.11 3.81
F -1.26 2.34 4.53
F -0.07 0.83 3.50
F 0.87 2.49 4.56
H -2.15 1.25 -0.60
H -1.95 0.63 -2.23
O -1.92 -4.66 1.39
S -0.70 -4.54 2.11
O -0.10 -5.68 2.72
O -0.84 -3.36 3.16
C 0.18 -2.38 2.93
C 0.49 -2.46 1.46
O 0.40 -3.87 1.16
H 1.04 -2.65 3.55
H -0.17 -1.40 3.22
H 1.47 -2.08 1.20
H -0.27 -1.94 0.87
O -2.53 6.36 0.21
S -3.04 7.55 0.81
O -3.59 8.59 0.03
O -1.90 8.14 1.76
C -2.40 8.27 3.11
C -3.43 7.17 3.23
O -4.08 7.15 1.95
H -2.85 9.25 3.22
H -1.59 8.16 3.82
H -4.15 7.35 4.01
H -2.96 6.20 3.39
O 2.29 -1.37 -2.35
S 3.41 -2.11 -1.86
O 4.65 -1.47 -1.59
O 3.63 -3.38 -2.79
C 3.57 -4.59 -2.01
C 2.64 -4.26 -0.87
O 2.96 -2.90 -0.53
H 4.57 -4.83 -1.65
H 3.20 -5.42 -2.60
H 2.78 -4.90 -0.01
H 1.59 -4.30 -1.18
O 2.47 -0.28 -7.08
S 1.89 0.94 -6.64
O 1.31 1.86 -7.55
O 2.95 1.70 -5.72
C 2.39 1.94 -4.42
C 1.40 0.82 -4.21
O 0.80 0.62 -5.50
H 1.89 2.91 -4.44
H 3.17 1.95 -3.67
H 0.64 1.06 -3.47
H 1.90 -0.11 -3.92
O -7.29 5.12 3.22
S -6.06 4.70 3.79
O -5.28 5.58 4.59
O -5.14 4.09 2.64
C -4.77 2.74 2.96
C -5.92 2.22 3.80
O -6.30 3.35 4.61
H -3.84 2.76 3.53
H -4.63 2.16 2.05
H -5.64 1.39 4.43
H -6.78 1.94 3.19
O 0.58 -5.33 6.97
S -0.66 -5.18 6.29
O -0.80 -4.31 5.18
O -1.80 -4.86 7.38
C -2.84 -5.84 7.31
C -2.15 -7.10 6.83
O -1.20 -6.63 5.86
H -3.59 -5.49 6.60
H -3.30 -5.96 8.29
H -2.84 -7.80 6.36
H -1.61 -7.59 7.63
O 3.38 -7.21 -1.95
S 2.73 -8.30 -2.62
O 3.36 -8.99 -3.68
O 1.29 -7.78 -3.08
C 0.26 -8.62 -2.53
C 0.85 -9.12 -1.23
O 2.23 -9.35 -1.53
H 0.07 -9.43 -3.23
H -0.65 -8.04 -2.39
H 0.38 -10.04 -0.88
H 0.79 -8.36 -0.44
O 4.71 2.86 -6.69
S 4.48 3.74 -7.78
O 3.99 3.27 -9.02
O 5.82 4.60 -8.04
C 5.53 5.99 -7.94
C 4.38 6.08 -6.97
O 3.56 4.95 -7.29
H 5.25 6.36 -8.93
H 6.41 6.53 -7.60
H 3.81 7.00 -7.08
H 4.72 5.98 -5.93
```

Löwdin population analysis, charges in e, atoms 1 to 5: 0.0828 -0.7337 0.8210 -0.1167 0.0333